Computed, not measured: an isolated molecule of C24H30N2O5S at a distorted geometry, with wB97M-V/def2-TZVPD.

Properties
- total charge = 0
- calculated total energy (Eh) = -1816.42240
- frontier orbital gap (eV) = 8.527
- ΔE to the lowest compared entry with this formula, charge and spin (kJ/mol) = 207.83
- HOMO (eV) = -8.009

Structure (XYZ):
```
62
Properties=species:S:1:pos:R:3:forces:R:3
C -0.305499 -5.272325 1.499163 -0.1 -0.1 0.1
H -1.322919 -5.019481 1.813660 0.0 0.0 0.0
O 0.146240 -4.425685 0.471784 0.2 0.4 -0.2
C 0.187228 -3.071846 0.708307 0.0 -0.1 -0.1
C -0.108883 -2.502778 1.939749 0.0 -0.1 -0.1
C -0.031489 -1.140590 2.162225 0.1 0.3 0.0
C 0.345971 -0.285077 1.132879 0.1 -0.9 -0.3
C 0.617267 -0.841931 -0.110088 -0.1 -0.4 0.0
C 0.550674 -2.212095 -0.343081 0.0 0.1 0.1
O 0.873587 -2.565111 -1.619568 0.1 0.2 0.3
C 0.505057 -3.826002 -2.135679 -0.1 -0.4 -0.3
H -0.558409 -4.025307 -1.986339 0.0 0.0 0.0
H 1.088849 -4.633945 -1.690958 -0.1 0.1 -0.1
H 0.716070 -3.767799 -3.203468 0.0 0.0 0.1
H 0.856491 -0.227149 -0.958831 0.0 -0.1 -0.1
N 0.455135 1.097154 1.348722 0.6 0.9 -0.6
S 0.978699 2.094985 0.096972 0.3 0.1 0.4
O 1.098638 3.407234 0.658237 0.1 0.0 0.2
O 0.119968 1.968962 -1.055629 0.3 -0.2 -0.1
C 2.608361 1.468332 -0.264334 -0.5 0.1 0.1
C 3.462236 1.215924 0.790554 0.1 0.0 0.1
C 4.739967 0.755013 0.528345 -0.1 0.1 -0.1
C 5.168159 0.552920 -0.780087 -0.1 0.0 0.0
C 4.291093 0.825135 -1.825956 0.0 0.1 0.1
C 3.011343 1.283961 -1.572852 -0.2 0.1 -0.1
H 2.317369 1.495520 -2.371319 -0.1 0.0 -0.1
H 4.614230 0.674524 -2.845173 0.0 0.0 -0.1
C 6.557408 0.074552 -1.064821 0.0 0.0 0.0
H 6.976974 -0.440714 -0.204951 0.1 -0.1 0.0
H 6.567472 -0.595501 -1.921039 0.1 -0.1 0.0
H 7.199336 0.924341 -1.297678 0.1 0.0 0.0
H 5.413270 0.549712 1.347340 0.1 0.0 0.1
H 3.117933 1.379372 1.799078 0.0 0.0 0.2
C -0.449361 1.716459 2.298338 -0.3 0.2 0.3
H -0.183281 1.450534 3.324874 -0.1 0.0 -0.1
C -1.907473 1.313828 2.030104 0.3 0.1 0.0
O -2.671511 1.016639 2.925714 -0.1 -0.1 0.4
N -2.220744 1.321759 0.726446 -0.1 0.2 -0.3
H -1.520988 1.579367 0.041916 0.0 -0.1 0.1
C -3.456346 0.793639 0.196203 -0.2 0.1 0.3
H -4.145218 0.717978 1.040890 0.0 0.0 -0.1
C -3.999448 1.679409 -0.934872 -0.1 0.2 0.2
H -3.916596 2.743042 -0.720106 0.0 0.0 0.0
C -3.221595 1.159725 -2.144246 0.0 0.0 0.0
H -3.565784 1.591630 -3.082383 0.0 0.1 -0.1
H -2.144610 1.292060 -2.059370 0.1 0.0 0.0
C -3.676756 -0.286365 -1.951696 0.0 -0.3 -0.1
H -3.300312 -1.012296 -2.670839 0.0 0.0 0.0
C -3.233433 -0.564718 -0.512246 -0.1 -0.2 -0.1
H -3.805552 -1.367429 -0.048985 0.0 -0.1 0.0
H -2.176574 -0.834211 -0.474047 0.0 0.0 0.0
C -5.202895 -0.138475 -1.961359 0.0 -0.2 -0.1
H -5.692084 -0.962951 -1.444111 0.0 -0.1 0.0
H -5.580043 -0.112611 -2.984107 0.0 0.0 0.0
C -5.425371 1.212624 -1.251403 0.0 0.1 0.1
H -6.025764 1.112680 -0.348178 -0.1 0.1 0.0
H -5.922548 1.925924 -1.908793 0.0 0.0 0.0
H -0.333495 2.796106 2.181406 -0.1 -0.1 0.2
H -0.279848 -0.761316 3.137957 -0.1 0.1 0.1
H -0.405385 -3.130557 2.763782 0.0 -0.1 0.1
H -0.299718 -6.273977 1.071159 0.0 0.0 0.1
H 0.361895 -5.247962 2.366612 0.0 0.0 0.0
```
Forces are in eV/Å.

Atomic partial charges in e from the natural (NBO) method, atoms 1 to 2: number 1, C, carries -0.250; number 2, H, carries 0.179



Computed, not measured: a structure of composition C21H26I2N2OSi2V at a distorted geometry, with wB97M-V/def2-TZVPD.

Properties
- total charge = +2
- multiplicity = 2
- calculated total energy (Eh) = -3118.45444
- frontier orbital gap (spin up / spin down) (eV) = 6.293 / 6.627
- ΔE to the lowest compared entry with this formula, charge and spin (kJ/mol) = 140.60
- HOMO (spin up / spin down) (eV) = -14.112 / -14.112

Structure (XYZ):
```
55
Properties=species:S:1:pos:R:3:forces:R:3
V -0.495522 0.483139 0.120351 1.7 -1.9 -1.1
C 3.422449 -2.608690 -0.466052 -0.2 0.2 -0.2
Si 1.644878 -2.121297 -0.801736 -0.3 0.0 0.0
C 1.163738 -2.003464 -2.612180 0.3 -0.2 0.3
C 0.507015 -3.251542 0.196341 0.2 0.2 -0.2
C 1.277114 -0.328517 -0.105863 -0.2 0.2 -0.6
C 1.045998 -0.400231 1.346500 0.8 -0.4 1.3
C 2.042282 -0.595745 2.309772 -0.1 0.0 0.0
C 1.691388 -0.706252 3.640100 0.0 0.0 -0.1
C 0.350871 -0.599215 4.031296 -0.1 0.0 -0.1
C -0.594688 -0.369213 3.066040 0.0 -0.1 0.4
N -0.252961 -0.278525 1.767168 0.3 -0.6 2.2
Si 2.366522 1.194684 -0.708469 -0.1 0.0 0.0
C 4.208075 0.865074 -0.657257 -0.3 0.0 0.0
C 1.735683 1.573784 -2.441499 0.3 0.1 0.3
C 1.915766 2.522452 0.575483 0.1 -0.2 -0.3
H 3.562654 -3.638456 -0.804816 0.0 0.0 0.0
H 3.671167 -2.588748 0.596068 0.0 0.0 0.0
H 4.143503 -1.991135 -1.001449 0.0 0.0 0.0
H 1.099905 -3.002517 -3.048825 0.0 0.0 0.0
H 1.912413 -1.451118 -3.183118 0.0 0.0 0.0
H 0.198141 -1.513745 -2.747062 0.0 0.0 0.0
H 0.441536 -4.234793 -0.273121 0.0 0.0 0.0
H -0.505907 -2.854448 0.270223 0.0 0.0 0.0
H 0.878973 -3.406214 1.211754 0.0 0.0 0.0
H 3.069908 -0.670199 1.983498 0.0 0.0 0.0
H 2.458254 -0.866447 4.387043 0.0 0.0 0.0
H 0.056912 -0.670783 5.068012 0.0 0.0 0.0
H -1.644604 -0.251825 3.299358 0.0 0.0 0.0
H 4.522690 0.173612 -1.439484 0.0 0.0 0.0
H 4.560339 0.486612 0.302952 0.0 0.0 0.0
H 4.717373 1.814795 -0.842457 0.0 0.0 0.0
H 2.369880 1.111746 -3.199714 0.0 0.0 0.0
H 1.756426 2.650751 -2.622447 0.0 0.0 0.0
H 0.715839 1.230448 -2.604881 0.0 0.0 0.0
H 2.504870 2.403524 1.486464 0.0 -0.1 0.0
H 0.856756 2.531649 0.870200 0.0 0.1 0.0
H 2.129665 3.516825 0.179430 -0.1 0.0 0.0
I -1.766147 4.956754 -1.186636 -0.3 -0.2 0.0
C -2.945377 3.277258 -0.812202 1.0 0.0 -0.1
C -4.341585 3.349930 -0.670714 -0.3 0.0 0.0
C -5.105545 2.233868 -0.424665 -0.3 0.1 0.0
I -7.175410 2.444535 -0.215959 0.3 0.0 -0.1
C -4.496721 0.952401 -0.308275 0.2 -0.1 0.0
C -5.144700 -0.290867 -0.170354 0.1 -0.1 0.1
C -4.395694 -1.445747 -0.113598 -0.1 0.0 0.0
C -3.000941 -1.386714 -0.135170 0.0 0.0 0.0
N -2.345361 -0.238932 -0.257201 -0.7 -0.3 -0.1
C -3.095172 0.906552 -0.394652 0.0 0.3 -0.2
C -2.324681 2.057053 -0.680499 -2.0 0.2 0.2
O -1.024081 1.756918 -0.799077 0.1 2.7 -1.7
H -4.823342 4.312668 -0.774682 0.0 0.0 0.0
H -6.224934 -0.337678 -0.120931 0.0 0.0 0.0
H -4.875711 -2.410862 -0.042177 0.0 0.0 0.0
H -2.419889 -2.293134 -0.040827 0.1 0.0 0.0
```
Forces are in eV/Å.

Atomic partial charges in e from the natural (NBO) method, atoms 1 to 2: number 1, V, carries 1.441; number 2, C, carries -1.124



Computed, not measured: a structure of composition C30H51Cl2N2PRhS at a distorted geometry, with wB97M-V/def2-TZVPD.

Properties
- total charge = -1
- multiplicity = 5
- calculated total energy (Eh) = -3053.70997
- frontier orbital gap (spin up / spin down) (eV) = 4.724 / 6.950
- HOMO (spin up / spin down) (eV) = -2.065 / -4.798

Structure (XYZ):
```
88
Properties=species:S:1:pos:R:3:forces:R:3
P 0.115859 -1.019803 -4.370033 -0.1 0.2 -0.1
C 1.694621 -0.382265 -5.194324 -0.4 -0.4 0.2
C 1.974161 -0.745575 -6.658068 0.1 0.2 0.0
C 3.389367 -0.306596 -7.052314 0.0 -0.1 0.1
C 3.646391 1.177491 -6.772713 -0.1 0.0 0.0
C 3.283955 1.575371 -5.338303 -0.1 -0.2 0.0
C 1.867537 1.121843 -4.952682 0.2 0.0 0.0
C -1.311499 -0.137103 -5.214951 0.4 -0.2 0.1
C -1.244172 0.046544 -6.728598 -0.3 0.2 -0.1
C -2.568504 0.625680 -7.243603 0.1 -0.1 0.0
C -2.942515 1.929645 -6.534718 0.1 0.1 0.0
C -2.900839 1.811287 -5.006210 0.1 -0.1 0.0
C -1.590810 1.192745 -4.500387 -0.2 0.0 0.0
C -0.026210 -2.702396 -5.159671 0.1 0.3 -0.4
C 1.173800 -3.565998 -4.736674 -0.2 -0.2 0.0
C 1.079824 -4.990490 -5.300327 -0.1 0.1 0.0
C -0.253827 -5.667023 -4.963848 0.0 0.1 0.1
C -1.454398 -4.797255 -5.352345 0.1 0.1 0.0
C -1.359897 -3.369774 -4.792272 0.1 -0.2 0.1
H 2.449742 -0.897429 -4.570434 -0.1 0.2 -0.1
H 1.245032 -0.255641 -7.315905 0.2 -0.1 0.1
H 1.869814 -1.824427 -6.829725 0.0 0.2 0.0
H 3.561341 -0.529998 -8.112464 0.1 0.0 0.1
H 4.107768 -0.904585 -6.476291 0.0 0.0 0.0
H 4.699808 1.407094 -6.964855 -0.1 0.0 0.0
H 3.060875 1.784184 -7.475357 0.0 0.0 0.0
H 3.994351 1.107359 -4.643609 -0.1 0.1 -0.1
H 3.371118 2.661142 -5.212739 0.1 -0.1 0.0
H 1.687830 1.348006 -3.892386 -0.1 0.0 -0.2
H 1.136169 1.685894 -5.552448 0.1 -0.1 0.1
H -2.168367 -0.800487 -5.002673 0.2 0.2 0.0
H -3.360571 -0.114756 -7.073891 0.0 0.0 0.0
H -1.033504 -0.904835 -7.236727 0.0 0.2 0.1
H -0.429520 0.737933 -6.984641 -0.2 -0.1 0.1
H -2.503457 0.784338 -8.326753 -0.1 0.0 0.1
H -3.941564 2.245217 -6.853827 0.1 0.0 0.0
H -2.251081 2.719614 -6.853033 0.0 0.0 0.0
H -3.048448 2.796688 -4.548261 0.0 -0.1 -0.1
H -3.733188 1.174797 -4.677086 0.1 0.1 0.0
H -1.647540 1.017047 -3.415081 0.1 0.1 -0.3
H -0.763086 1.894564 -4.676297 -0.1 -0.1 0.0
H -0.003645 -2.551655 -6.252939 0.0 -0.3 0.1
H 2.124202 -3.117586 -5.060965 -0.3 0.0 0.1
H 1.206093 -3.604284 -3.636786 0.0 0.0 -0.2
H 1.193981 -4.948988 -6.392260 0.0 0.0 0.1
H 1.913457 -5.586791 -4.912575 -0.1 0.0 -0.1
H -0.291294 -5.870428 -3.885272 0.0 0.0 -0.1
H -0.317176 -6.635626 -5.472349 0.0 0.0 0.1
H -2.384084 -5.261924 -5.005006 0.1 0.0 -0.1
H -1.511638 -4.740517 -6.447928 0.0 0.0 0.1
H -2.208877 -2.788729 -5.177205 0.2 -0.1 0.1
H -1.459779 -3.387248 -3.696163 0.0 0.0 -0.1
Rh 0.187217 0.093846 0.300926 0.3 -2.5 -1.6
Cl -1.622806 -0.386321 -1.095249 -0.4 -0.2 -0.1
Cl 1.821451 -0.310702 -1.334942 0.6 0.1 0.0
C -0.718084 1.530655 1.026373 -0.8 3.5 1.2
H -1.382752 1.356897 1.888123 0.2 0.1 -0.3
C -0.572130 2.876634 0.509218 -0.4 -1.3 0.8
C -1.215330 3.981331 1.136833 -0.1 0.2 -0.1
C -1.306040 5.204351 0.495246 0.5 -0.2 -0.5
C -0.698677 5.360235 -0.771676 0.0 -0.2 0.1
C 0.029656 4.308109 -1.365121 -0.1 -0.2 0.9
C 0.138081 3.079389 -0.696854 -0.2 0.9 -0.5
H -1.636762 3.863077 2.137116 0.0 -0.1 -0.3
H -1.814843 6.054895 0.962612 0.2 -0.4 -0.2
H 0.530089 4.462509 -2.324530 -0.2 -0.1 0.3
H 0.726969 2.251540 -1.096663 -0.2 0.3 -0.1
H -0.760515 6.320849 -1.269397 0.0 0.0 -0.1
C 1.270106 1.788152 6.392296 0.2 0.1 0.4
C 0.061739 1.545207 5.510402 0.2 -0.2 -1.7
N 0.464911 1.127399 4.132844 0.4 2.9 1.7
C 0.287591 -0.075128 3.600479 0.9 -1.9 -2.0
S 1.230357 -0.493777 2.166238 0.2 -0.1 1.2
N -0.510167 -0.997103 4.220861 -1.0 -1.0 1.1
C -0.104923 -1.562912 5.579651 0.2 0.1 -1.6
C -1.304010 -1.920162 6.421781 0.0 -0.2 0.4
H 1.875850 0.874895 6.519074 -0.2 0.4 -0.2
H 0.953314 2.113839 7.390509 0.0 0.0 -0.1
H 1.891410 2.594157 5.971683 -0.1 -0.4 0.1
H -0.596781 0.768540 5.903668 0.1 0.3 -0.1
H -0.533594 2.454018 5.376366 0.0 0.0 0.3
H 1.042320 1.772625 3.582477 -0.5 -0.5 0.5
H -0.780880 -1.743331 3.562407 0.3 0.6 0.7
H 0.485377 -2.455262 5.352758 0.2 -0.1 0.3
H 0.557191 -0.849947 6.096367 -0.3 -0.3 -0.4
H -1.877323 -2.751595 5.991947 0.0 0.4 -0.1
H -0.936653 -2.277868 7.384951 -0.1 0.0 0.2
H -1.954264 -1.058917 6.621000 0.1 -0.2 -0.2
```
Forces are in eV/Å.

Atomic partial charges in e from the Mulliken method, atoms 1 to 2: number 1, P, carries 0.510; number 2, C, carries 0.235